Record 1
Molecular formula: C23H49MnN2OP3Se
Method: DFT, ωB97M-V/def2-TZVPD

Each line ends with the Mulliken charge.
Element x y z (Å)
Mn1 0.145780 -0.311848 -0.045901  -0.166
P1 1.672612 1.068196 1.313488  1.002
P2 1.243282 0.346413 -1.911742  1.055
P3 -0.554128 -1.291254 1.867457  1.002
H1 -1.664801 -6.280975 -4.313343  0.405
C1 -2.601311 -6.294733 -3.746134  -0.603
C2 -3.259207 -5.137312 -3.525380  -0.529
H2 -3.037069 -4.221320 -4.091866  0.307
C3 3.267062 0.208792 1.590478  -1.450
C4 2.118989 2.682981 0.587701  -1.051
C5 1.211170 1.598127 3.006041  -0.763
C6 0.619984 -0.647019 -3.307175  -1.271
C7 1.191928 2.056726 -2.540522  -1.284
C8 3.060199 0.097773 -1.927511  -1.272
C9 -1.623276 -2.720710 1.510248  -1.154
C10 -1.544534 -0.271394 2.999295  -1.172
C11 0.752782 -1.896876 2.996274  -0.985
H3 -2.922606 -7.329750 -3.477805  0.275
H4 -4.104947 -5.055307 -2.840666  0.290
H5 3.923073 0.899351 2.125983  0.528
H6 3.736350 -0.084019 0.647483  0.314
H7 3.136440 -0.699651 2.188036  0.379
H8 2.740892 3.229426 1.301521  0.593
H9 1.219929 3.281829 0.396174  -0.045
H10 2.677496 2.583125 -0.346169  0.518
H11 2.022902 2.221819 3.390568  0.600
H12 1.058888 0.773482 3.708072  0.487
H13 0.304422 2.210092 2.964916  -0.447
H14 1.155214 -0.352911 -4.219582  0.460
H15 -0.455419 -0.457151 -3.440193  0.418
H16 0.769582 -1.717218 -3.115882  0.371
H17 2.051076 2.201325 -3.209855  0.530
H18 1.254944 2.806052 -1.741978  0.203
H19 0.267060 2.217844 -3.104191  0.527
H20 3.423061 0.396737 -2.918340  0.543
H21 3.287797 -0.960719 -1.742882  0.263
H22 3.570309 0.708657 -1.173422  0.355
H23 -1.836386 -3.247709 2.451316  0.456
H24 -1.140605 -3.397956 0.791865  0.302
H25 -2.564568 -2.351701 1.076396  0.417
H26 -1.862248 -0.901442 3.842226  0.558
H27 -2.413466 0.129378 2.463767  0.329
H28 -0.967193 0.570129 3.400611  0.272
H29 0.259636 -2.414150 3.828651  0.520
H30 1.362309 -1.082353 3.403727  0.250
H31 1.401947 -2.583069 2.436459  0.173
C12 1.545294 -4.219101 -0.764782  1.011
C13 0.331453 -4.001685 -1.437245  -0.534
C14 -0.339659 -5.083367 -1.983794  -0.299
C15 0.100762 -6.396743 -1.847157  -0.140
C16 1.332008 -6.634807 -1.200601  -0.800
C17 2.032803 -5.551049 -0.668444  -0.655
Se1 2.571950 -2.847860 -0.010301  0.433
H32 1.303121 -1.671253 -0.082846  -0.464
H33 -0.095596 -3.003284 -1.557870  0.544
H34 -1.242292 -4.883639 -2.544285  -0.017
H35 -0.509065 -7.194932 -2.254072  0.441
H36 1.770804 -7.632494 -1.106264  0.429
H37 2.990422 -5.668895 -0.158658  0.409
C18 -1.587310 3.724267 -1.762764  -1.324
N1 -1.506678 4.253703 -0.419393  0.318
C19 -1.079817 5.619490 -0.304063  -0.447
C20 -1.621431 6.227247 0.956884  -0.842
C21 -1.356823 5.333526 2.141972  -0.517
N2 -1.907732 4.034034 1.862339  0.154
C22 -2.282733 3.227977 2.995366  -1.036
C23 -1.681863 3.418017 0.655386  0.375
O1 -1.676717 2.168425 0.523005  -0.703
H38 -1.583864 2.632353 -1.713351  0.243
H39 -0.731014 4.078080 -2.350766  0.469
H40 -2.488657 4.080448 -2.291465  0.385
H41 0.020068 5.694089 -0.355981  0.235
H42 -1.457969 6.147303 -1.181457  0.450
H43 -2.707279 6.318728 0.853139  0.323
H44 -1.208243 7.225818 1.120811  0.383
H45 -1.863065 5.696280 3.036023  0.432
H46 -0.277487 5.277466 2.380426  0.197
H47 -1.415530 2.903194 3.577469  0.341
H48 -2.911143 3.807447 3.676819  0.432
H49 -2.822071 2.341512 2.667706  0.268

Cartesian forces (eV/Å) of the 2 atoms listed first:
Mn -0.271 2.473 1.145
P -0.045 0.030 0.166

The HOMO-LUMO gap (alpha / beta) comes out at 4.9 / 3.2 eV. Its expectation value of S² is 6.14. The calculation puts the HOMO energy (alpha / beta) at -15.62 / -15.62 eV. Its total charge is +3. The multiplicity is 5.


Record 2
Molecular formula: C23H49N2OP3SeY
Method: DFT, ωB97M-V/def2-TZVPD

Each line ends with the Mulliken charge.
Element x y z (Å)
Y1 -0.242456 -0.306746 -1.244439  0.117
P1 -0.231227 0.009144 1.977743  1.383
P2 -2.048126 2.052172 -1.000319  1.090
P3 1.696899 1.652802 -0.439233  1.232
H1 3.537886 -3.982901 -1.497921  0.300
C1 3.925665 -3.079172 -1.013183  -0.646
C2 3.773359 -2.871537 0.309285  -0.570
H2 3.256266 -3.601887 0.944519  0.312
C3 -1.421035 -1.159372 2.686350  -1.463
C4 -0.777667 1.538429 2.771966  -1.450
C5 1.345125 -0.398748 2.775835  -1.189
C6 -2.425219 2.887568 -2.601980  -1.432
C7 -3.794158 1.882755 -0.443745  -1.423
C8 -1.650440 3.603319 -0.087965  -1.303
C9 3.297246 0.778968 -0.202168  -1.039
C10 1.837125 2.904225 0.904131  -1.485
C11 2.114619 2.751234 -1.854108  -1.220
H3 4.531141 -2.411893 -1.636455  0.325
H4 4.278691 -2.049188 0.829215  0.337
H5 -1.131251 -2.204159 2.525746  0.321
H6 -2.420326 -0.972513 2.271067  0.339
H7 -1.418352 -0.919946 3.755185  0.681
H8 -1.747732 1.881123 2.387480  0.351
H9 -0.024578 2.336242 2.717298  0.416
H10 -0.911234 1.258983 3.832964  0.577
H11 1.883914 -1.196612 2.251371  0.164
H12 1.083916 -0.723284 3.792879  0.550
H13 1.983739 0.490715 2.838828  0.420
H14 -3.263695 3.586771 -2.463780  0.502
H15 -2.690328 2.136981 -3.355494  0.408
H16 -1.543119 3.438099 -2.950285  0.368
H17 -4.308197 2.850819 -0.548336  0.526
H18 -3.827239 1.574319 0.608502  0.394
H19 -4.321060 1.139763 -1.055568  0.428
H20 -2.486961 4.310640 -0.193485  0.539
H21 -0.750081 4.070765 -0.505092  0.327
H22 -1.493473 3.406549 0.977614  0.295
H23 4.121361 1.429019 -0.524219  0.475
H24 3.340045 -0.148741 -0.788077  0.130
H25 3.446824 0.517864 0.853307  0.361
H26 2.655320 3.607390 0.686757  0.514
H27 2.050812 2.444189 1.875427  0.477
H28 0.918037 3.493632 0.998352  0.272
H29 3.093808 3.218093 -1.668654  0.525
H30 1.363374 3.543328 -1.975346  0.318
H31 2.144009 2.174590 -2.787352  0.305
C12 1.164788 -0.264778 -4.876213  0.626
C13 1.918997 -1.374818 -4.434420  0.060
C14 2.819814 -1.982486 -5.313749  -0.691
C15 3.004079 -1.464220 -6.609351  -0.474
C16 2.337882 -0.290527 -7.006815  -0.602
C17 1.449103 0.325181 -6.134394  -0.519
Se1 -0.236439 0.449487 -3.862848  0.023
H32 -0.049964 -0.866721 0.717710  -0.117
H33 1.776061 -1.763387 -3.413684  0.168
H34 3.373973 -2.863328 -4.988477  0.416
H35 3.700341 -1.933646 -7.294907  0.411
H36 2.500673 0.159238 -7.986938  0.408
H37 0.909553 1.241432 -6.394273  0.403
C18 -0.215589 -4.017389 0.468708  -1.016
N1 -1.661188 -3.960897 0.338547  0.345
C19 -2.430962 -5.130657 0.755208  -0.586
C20 -3.846293 -4.720471 1.050498  -0.774
C21 -4.416599 -4.006318 -0.142573  -0.642
N2 -3.527846 -2.943476 -0.593130  0.157
C22 -4.134288 -1.921337 -1.435015  -1.144
C23 -2.216605 -2.943889 -0.340694  0.165
O1 -1.477118 -1.950395 -0.742557  -0.630
H38 0.038375 -4.979956 0.921474  0.400
H39 0.155561 -3.229006 1.137909  0.180
H40 0.307556 -3.938785 -0.495131  0.339
H41 -2.450033 -5.885152 -0.046795  0.281
H42 -1.932314 -5.563854 1.627124  0.446
H43 -3.908473 -4.106499 1.955628  0.300
H44 -4.441308 -5.614609 1.226810  0.370
H45 -5.371178 -3.523555 0.093577  0.514
H46 -4.551867 -4.734311 -0.958888  0.287
H47 -5.158990 -2.264163 -1.633298  0.460
H48 -4.186544 -0.953087 -0.921602  0.233
H49 -3.612175 -1.765881 -2.391439  0.341

Cartesian forces (eV/Å) of the 2 atoms listed first:
Y -0.894 0.251 -1.114
P 0.059 -2.045 0.875

The HOMO-LUMO gap (alpha / beta) comes out at 5.9 / 2.9 eV. The calculation puts the HOMO energy (alpha / beta) at -15.94 / -14.43 eV. Its total charge is +3.


Record 3
Molecular formula: C23H49N4P3SeTc
Method: DFT, ωB97M-V/def2-TZVPD

Each line ends with the Mulliken charge.
Element x y z (Å)
Tc1 0.203303 0.676911 -0.038768  -0.593
P1 1.473260 -0.717750 1.704612  1.068
P2 0.818484 2.823445 0.515562  0.966
P3 2.116046 0.533564 -1.315998  0.558
H1 -0.766967 -4.606739 0.691580  0.388
C1 0.227239 -4.310806 0.312832  0.197
C2 1.331256 -4.766712 1.172781  -0.428
H2 1.148133 -4.992000 2.221950  0.304
C3 0.617528 -1.891167 2.835039  -0.586
C4 2.284344 0.397848 2.927902  -1.557
C5 2.870546 -1.832752 1.261696  -0.357
C6 0.383678 4.122586 -0.719001  -1.419
C7 0.006342 3.539577 2.006410  -1.547
C8 2.547646 3.347276 0.866415  -1.091
C9 2.240356 -1.119045 -2.108996  -0.892
C10 3.839227 0.749868 -0.685111  -1.498
C11 2.231197 1.604070 -2.810658  -0.911
H3 0.341212 -4.653145 -0.730177  0.394
H4 2.249614 -5.127641 0.713620  0.364
H5 0.674865 -2.911803 2.432537  -0.330
H6 -0.436058 -1.641046 2.994860  0.245
H7 1.120923 -1.869859 3.811325  0.737
H8 1.672298 1.291212 3.110813  0.267
H9 3.277949 0.707303 2.580042  0.309
H10 2.394740 -0.148935 3.874429  0.578
H11 2.505541 -2.867134 1.165625  -0.223
H12 3.620167 -1.798391 2.064395  0.543
H13 3.352018 -1.542249 0.323936  0.200
H14 0.266228 5.077436 -0.186935  0.504
H15 -0.556059 3.882228 -1.232976  0.356
H16 1.177887 4.228789 -1.467366  0.395
H17 0.450446 4.524365 2.209305  0.682
H18 0.163971 2.902996 2.886455  0.470
H19 -1.071216 3.671413 1.842804  0.391
H20 2.515428 4.305797 1.402114  0.557
H21 3.108971 3.486073 -0.064952  0.364
H22 3.064019 2.616149 1.497843  0.296
H23 3.286088 -1.294706 -2.394916  0.572
H24 1.608131 -1.149792 -3.004287  0.259
H25 1.913911 -1.918137 -1.431892  0.163
H26 4.491405 0.030742 -1.198411  0.542
H27 3.917843 0.586153 0.395244  0.309
H28 4.195776 1.762322 -0.911828  0.508
H29 3.257762 1.529851 -3.194498  0.522
H30 2.015662 2.653409 -2.585841  0.150
H31 1.536751 1.261282 -3.587962  0.255
C12 -0.790301 -0.265240 -3.354823  0.508
C13 -1.048668 -1.605434 -3.049016  -0.005
C14 -0.890575 -2.580217 -4.041820  -0.760
C15 -0.514597 -2.207612 -5.337759  -0.575
C16 -0.315691 -0.856838 -5.652284  -0.788
C17 -0.475037 0.120516 -4.667251  -0.429
Se1 -0.887603 1.189267 -1.980122  0.191
H32 0.223380 -3.140439 0.260610  -0.326
H33 -1.350082 -1.879099 -2.037855  0.382
H34 -1.068019 -3.629208 -3.798650  0.460
H35 -0.387185 -2.971285 -6.107113  0.455
H36 -0.038344 -0.559151 -6.664431  0.457
H37 -0.357165 1.180297 -4.898392  0.587
C18 -2.348760 -0.852592 0.500231  -1.155
N1 -1.825225 0.509438 0.870754  2.688
C19 -1.895046 0.638335 2.368701  -1.471
N2 -3.237108 0.381132 2.900554  0.194
C20 -3.683930 -0.965078 2.483109  -0.691
N3 -3.698105 -1.096111 1.010665  0.152
C21 -4.616372 -0.072604 0.465065  -0.762
N4 -4.183319 1.287672 0.847429  0.094
C22 -2.828558 1.528643 0.348631  -1.019
C23 -4.175954 1.369229 2.322559  -0.769
H38 -1.685968 -1.621595 0.925023  0.122
H39 -2.382666 -0.930288 -0.594049  0.458
H40 -1.615203 1.660661 2.650202  0.265
H41 -1.200054 -0.068173 2.836437  0.060
H42 -4.705649 -1.119161 2.852785  0.400
H43 -3.005148 -1.718914 2.904442  0.284
H44 -4.636063 -0.150758 -0.630078  0.296
H45 -5.615815 -0.247562 0.882589  0.398
H46 -2.520667 2.536714 0.665226  0.111
H47 -2.871196 1.461102 -0.750720  0.473
H48 -5.185528 1.143184 2.688349  0.378
H49 -3.871672 2.378315 2.629449  0.356

Cartesian forces (eV/Å) of the 2 atoms listed first:
Tc -1.052 -1.599 2.250
P 0.458 -0.322 0.947

The HOMO-LUMO gap (alpha / beta) comes out at 4.0 / 4.0 eV. Its expectation value of S² is 3.78. The calculation puts the HOMO energy (alpha / beta) at -19.10 / -19.07 eV. Its total charge is +4. The multiplicity is 4.


Record 4
Molecular formula: C23H49NO3PS
Method: DFT, ωB97M-V/def2-TZVPD

Each line ends with the Mulliken charge.
Element x y z (Å)
C1 -1.547959 -0.730452 -0.532046  -0.925
C2 -2.729003 -0.532507 -1.699711  0.636
C3 -1.945716 -0.881444 -3.135958  -1.042
C4 -3.155558 1.044325 -1.796894  -1.501
C5 -4.376307 1.506413 -0.807943  1.521
C6 -4.960683 3.013911 -1.079048  -0.940
C7 -5.187441 3.401542 -2.655292  0.284
O1 -5.135628 4.725824 -2.960698  -0.559
O2 -5.489145 2.475231 -3.757239  -0.388
P1 -3.898864 1.462968 1.079256  0.113
S1 -4.687855 2.993988 2.062942  -0.370
C8 -5.601424 0.433773 -0.991274  -1.646
C9 -5.221126 -0.918333 -1.841187  1.164
C10 -6.332427 -2.073557 -1.361076  -1.198
C11 -5.511317 -0.731775 -3.478105  -1.070
N1 -3.865714 -1.509999 -1.535419  0.570
O3 -3.834277 -2.171841 -0.365959  -0.541
H1 -1.135864 -1.826034 -0.636635  0.412
H2 -1.957177 -0.612185 0.557610  0.251
H3 -0.652304 0.012219 -0.736262  0.063
H4 -2.660719 -1.315786 -3.953732  0.309
H5 -1.029884 -1.623588 -2.960548  0.259
H6 -1.440834 0.153024 -3.451241  0.207
H7 -3.313662 1.291941 -2.934470  0.289
H8 -2.197704 1.671717 -1.463797  0.336
H9 -4.144314 3.779419 -0.664262  0.421
H10 -5.986720 3.144916 -0.528581  0.431
H11 -4.665209 2.380684 -4.329536  0.355
H12 -4.477599 0.274735 1.703748  0.125
H13 -2.465577 1.456331 1.234334  0.106
H14 -5.991597 0.147203 0.097231  0.228
H15 -6.507451 0.984675 -1.522732  0.302
H16 -7.377645 -1.675631 -1.773872  0.319
H17 -6.432548 -2.012646 -0.177510  0.289
H18 -6.068370 -3.145893 -1.751751  0.379
H19 -6.413005 0.039386 -3.545840  0.250
H20 -4.589754 -0.306974 -4.060428  0.177
H21 -5.905829 -1.766211 -3.856466  0.365
C12 2.456789 -1.245337 0.286122  -0.996
C13 3.428657 -0.310274 -0.416913  -0.104
C14 2.820469 0.391715 -1.633429  -0.964
C15 2.371181 -0.534846 -2.769334  -0.118
C16 3.461871 -1.442926 -3.343693  -0.532
C17 4.608130 -0.674089 -3.982764  -1.231
H22 2.138493 -2.062762 -0.366762  0.337
H23 2.932352 -1.690351 1.166258  0.247
H24 1.566810 -0.702700 0.620511  0.179
H25 4.329242 -0.863587 -0.703109  0.278
H26 3.753865 0.454978 0.298708  0.161
H27 3.546396 1.116836 -2.019779  0.370
H28 1.954006 0.980760 -1.306475  0.407
H29 1.962291 0.083758 -3.578037  0.467
H30 1.540665 -1.161169 -2.422383  -0.132
H31 3.008542 -2.088672 -4.106807  0.419
H32 3.851565 -2.110881 -2.570969  0.250
H33 4.245641 -0.031459 -4.790235  0.298
H34 5.337911 -1.371942 -4.406664  0.382
H35 5.132229 -0.051218 -3.252498  0.283
C18 3.956789 -0.541889 7.196466  -1.172
C19 4.928657 0.393175 6.493432  -0.377
C20 4.320469 1.095163 5.276916  -0.807
C21 3.871181 0.168602 4.141011  -0.493
C22 4.961871 -0.739478 3.566651  -0.203
C23 6.108130 0.029359 2.927581  -1.217
H36 3.638493 -1.359314 6.543583  0.274
H37 4.432352 -0.986903 8.076602  0.377
H38 3.066810 0.000748 7.530856  0.291
H39 5.829242 -0.160139 6.207236  0.226
H40 5.253865 1.158426 7.209053  0.361
H41 5.046396 1.820284 4.890565  0.327
H42 3.454006 1.684208 5.603870  0.379
H43 3.462291 0.787206 3.332308  0.279
H44 3.040665 -0.457721 4.487962  0.375
H45 4.508542 -1.385224 2.803537  0.101
H46 5.351565 -1.407433 4.339376  0.341
H47 5.745641 0.671990 2.120110  0.226
H48 6.837911 -0.668493 2.503681  0.380
H49 6.632229 0.652231 3.657847  0.348

Cartesian forces (eV/Å) of the 2 atoms listed first:
C -0.314 -0.648 -0.387
C 2.867 0.260 -0.880

The HOMO-LUMO gap (alpha / beta) comes out at 8.8 / 8.2 eV. Its expectation value of S² is 0.75. The calculation puts the HOMO energy (alpha / beta) at -8.78 / -8.79 eV. The multiplicity is 2.